{"formula": "C42H76N6O15S3", "method": "ωB97M-V with the def2-TZVPD basis set", "homo_lumo_gap_ev": 8.7, "multiplicity": 1, "elements": ["C", "C", "O", "C", "O", "O", "H", "H", "H", "H", "C", "C", "O", "C", "O", "O", "H", "H", "H", "H", "C", "C", "O", "C", "O", "O", "H", "H", "H", "H", "C", "C", "O", "C", "O", "O", "H", "H", "H", "H", "C", "C", "C", "C", "N", "H", "H", "H", "H", "H", "H", "H", "C", "C", "C", "C", "N", "H", "H", "H", "H", "H", "H", "H", "C", "C", "C", "C", "N", "H", "H", "H", "H", "H", "H", "H", "C", "C", "C", "C", "N", "H", "H", "H", "H", "H", "H", "H", "C", "C", "C", "C", "N", "H", "H", "H", "H", "H", "H", "H", "C", "C", "C", "C", "N", "H", "H", "H", "H", "H", "H", "H", "C", "S", "O", "C", "H", "H", "H", "H", "H", "H", "C", "S", "O", "C", "H", "H", "H", "H", "H", "H", "C", "S", "O", "C", "H", "H", "H", "H", "H", "H"], "xyz": [[3.405, 3.673, -10.543], [4.023, 4.931, -9.927], [4.452, 4.492, -8.627], [4.509, 3.121, -8.646], [4.965, 2.452, -7.739], [3.902, 2.616, -9.705], [3.658, 3.607, -11.601], [2.315, 3.701, -10.558], [3.153, 5.586, -9.956], [4.963, 5.219, -10.397], [-2.604, 6.821, 0.360], [-3.081, 6.098, 1.597], [-1.850, 6.084, 2.325], [-0.829, 6.204, 1.481], [0.399, 6.097, 1.804], [-1.251, 6.485, 0.258], [-2.581, 7.891, 0.564], [-3.055, 6.675, -0.622], [-3.367, 5.063, 1.406], [-3.929, 6.562, 2.100], [1.582, -8.621, 1.242], [2.407, -8.222, -0.015], [2.308, -6.817, -0.059], [1.891, -6.336, 1.084], [1.897, -5.173, 1.462], [1.590, -7.359, 1.879], [1.977, -9.471, 1.799], [0.572, -8.825, 0.886], [1.986, -8.709, -0.895], [3.460, -8.482, 0.088], [7.027, -2.909, -5.070], [8.170, -2.621, -6.019], [9.365, -2.874, -5.310], [9.091, -3.320, -4.133], [9.852, -3.693, -3.291], [7.784, -3.367, -3.968], [6.319, -3.717, -5.251], [6.575, -1.934, -4.886], [8.159, -1.576, -6.329], [8.168, -3.328, -6.848], [0.448, 1.936, 7.216], [-1.026, 2.283, 7.311], [-1.609, 2.364, 8.691], [-1.427, 1.220, 9.607], [-1.211, 0.359, 10.377], [0.926, 2.534, 6.440], [0.706, 0.891, 7.047], [0.843, 2.270, 8.176], [-1.538, 1.584, 6.649], [-1.222, 3.251, 6.851], [-2.694, 2.465, 8.660], [-1.285, 3.225, 9.275], [7.145, -2.730, 4.123], [8.138, -3.906, 4.318], [8.456, -4.129, 5.765], [9.253, -3.054, 6.353], [9.953, -2.213, 6.766], [7.364, -1.773, 4.597], [6.164, -3.091, 4.435], [7.017, -2.679, 3.042], [9.108, -3.749, 3.846], [7.645, -4.809, 3.960], [9.019, -5.061, 5.817], [7.607, -4.236, 6.440], [1.197, 0.985, -2.118], [1.953, 0.447, -0.882], [1.459, 0.894, 0.500], [-0.034, 0.943, 0.673], [-1.165, 1.045, 0.777], [1.244, 2.072, -2.051], [0.160, 0.650, -2.139], [1.706, 0.644, -3.019], [3.021, 0.653, -0.953], [1.935, -0.635, -1.006], [1.726, 1.916, 0.769], [1.873, 0.209, 1.241], [-4.592, -4.716, 2.065], [-4.923, -5.176, 3.471], [-5.819, -6.479, 3.404], [-5.109, -7.539, 2.708], [-4.542, -8.420, 2.156], [-4.253, -5.602, 1.528], [-3.823, -3.944, 2.054], [-5.528, -4.371, 1.624], [-5.418, -4.361, 4.000], [-3.940, -5.415, 3.875], [-6.769, -6.347, 2.887], [-5.975, -6.789, 4.438], [-1.474, -7.216, -5.258], [-2.046, -6.471, -4.060], [-1.692, -4.942, -3.993], [-2.238, -4.183, -5.059], [-2.717, -3.626, -5.936], [-1.948, -6.918, -6.194], [-1.561, -8.302, -5.251], [-0.412, -7.046, -5.434], [-1.689, -6.964, -3.156], [-3.124, -6.604, -3.962], [-0.610, -4.822, -4.034], [-2.084, -4.480, -3.087], [-7.936, 1.117, 5.802], [-9.239, 1.970, 5.568], [-10.271, 1.677, 6.730], [-11.360, 2.699, 6.979], [-12.168, 3.509, 7.228], [-7.275, 1.550, 6.553], [-7.346, 1.319, 4.908], [-8.186, 0.057, 5.752], [-9.753, 1.756, 4.631], [-8.983, 3.028, 5.631], [-9.724, 1.540, 7.662], [-10.857, 0.778, 6.541], [8.817, 5.950, 4.437], [7.810, 4.398, 4.339], [6.678, 4.557, 5.338], [7.002, 4.567, 2.620], [9.711, 5.914, 5.060], [8.189, 6.750, 4.829], [9.119, 6.285, 3.444], [6.427, 5.485, 2.501], [6.302, 3.740, 2.507], [7.703, 4.581, 1.786], [-8.752, 0.991, -4.162], [-6.945, 1.493, -4.263], [-6.983, 2.983, -4.480], [-6.504, 1.349, -2.438], [-8.680, -0.096, -4.146], [-9.377, 1.187, -5.033], [-9.339, 1.413, -3.346], [-5.502, 1.740, -2.259], [-6.590, 0.304, -2.140], [-7.149, 1.992, -1.839], [-2.209, 5.299, -7.017], [-1.753, 6.895, -7.803], [-2.018, 6.578, -9.295], [-3.222, 7.803, -7.206], [-1.502, 4.503, -7.251], [-3.160, 4.991, -7.452], [-2.257, 5.509, -5.948], [-3.235, 7.823, -6.116], [-4.054, 7.121, -7.377], [-3.377, 8.824, -7.554]], "atomic_forces_ev_per_a": [[0.236, 0.216, -0.270], [-0.228, -1.134, -0.173], [-0.453, -0.623, -0.128], [0.434, -0.307, 2.817], [-0.525, 1.233, -1.652], [-0.328, -0.128, -1.541], [0.543, -0.653, 0.146], [-0.028, -0.227, 0.628], [0.906, 1.029, 0.677], [-0.573, 0.582, -0.493], [-0.811, 1.435, -0.647], [-0.153, -0.726, -0.917], [-0.326, -0.034, 1.129], [5.897, -0.448, 1.545], [-5.358, 0.328, -1.278], [0.994, -0.682, -0.401], [-0.529, 0.260, -0.022], [-0.325, -0.372, 0.377], [0.068, -0.125, -0.109], [0.558, 0.316, 0.311], [0.150, 1.035, -2.244], [0.169, -1.568, 0.425], [0.174, 0.440, -2.156], [0.562, 2.164, 2.127], [-0.293, -2.318, -1.282], [-0.881, -0.504, 2.614], [0.089, 0.566, 0.334], [-0.186, -0.212, 0.435], [0.171, 0.434, -0.186], [0.025, -0.027, -0.073], [0.883, 0.340, 0.581], [-0.212, -0.396, -1.946], [1.184, 1.014, -1.911], [0.328, -1.172, 2.370], [0.267, 0.258, -0.325], [-1.965, -0.251, 2.020], [-0.027, 0.419, -0.698], [-0.594, -0.390, 0.572], [0.128, -0.242, -0.294], [-0.003, 0.438, -0.377], [0.407, 0.881, 0.649], [-0.083, -0.354, -1.446], [-1.040, -0.594, 1.286], [1.199, -2.253, 1.682], [-0.731, 2.223, -2.093], [0.047, -0.110, -0.008], [-0.322, 0.028, 0.193], [0.738, -0.228, -0.069], [-0.565, -0.119, 0.357], [0.162, 0.132, 0.029], [-0.156, 0.212, -0.319], [0.351, 0.187, -0.272], [-0.084, -1.415, -0.919], [-0.765, 1.172, 0.386], [0.331, -0.457, 1.159], [2.065, 1.852, 0.695], [-1.685, -1.806, -0.841], [0.280, -0.188, -0.160], [-0.063, 0.196, 0.464], [0.097, 0.798, -0.076], [-0.253, -0.010, -0.499], [0.264, 0.010, -0.300], [0.203, 0.013, 0.406], [-0.389, -0.160, -0.317], [0.669, 0.363, 0.937], [-0.288, -0.538, -0.880], [-1.174, -0.078, 0.088], [1.883, -0.473, -0.511], [-0.994, 0.059, 0.127], [-0.281, 0.111, -0.442], [0.037, 0.073, 0.066], [-0.089, 0.118, -0.019], [-0.014, 0.439, 0.036], [-0.244, -0.222, 0.616], [0.538, -0.005, -0.188], [-0.083, 0.185, 0.184], [-0.596, -0.224, -0.052], [0.014, -0.566, -0.949], [0.942, 1.057, 0.674], [2.048, -3.479, -1.873], [-1.912, 3.115, 1.860], [0.198, 0.274, -0.373], [-0.162, 0.001, -0.104], [0.213, 0.246, -0.461], [0.030, -0.337, 0.367], [-0.355, -0.162, 0.823], [-0.050, 0.311, 0.177], [-0.344, -0.235, -0.102], [0.042, 0.134, -0.959], [0.136, 0.021, 0.461], [0.378, -1.428, 0.805], [-0.596, 0.190, -1.147], [-0.157, 0.353, -0.343], [-0.170, 0.210, 0.003], [-0.320, 0.007, 0.541], [0.149, 0.290, 0.356], [0.350, 0.306, 0.180], [-0.124, 0.156, -0.430], [0.078, 0.010, 0.270], [0.237, -0.244, 0.283], [-0.957, 1.414, -2.086], [-0.315, -0.431, 1.901], [-0.702, 0.740, -0.295], [-0.365, 1.387, 0.323], [1.735, -1.882, -0.658], [-0.542, -0.703, 0.702], [0.123, -0.281, -0.313], [0.409, 0.013, 0.807], [0.387, 0.034, -0.108], [-0.034, -0.006, -0.267], [-0.132, 0.049, 0.070], [0.395, -0.336, -0.074], [-0.515, 0.543, -0.631], [-1.189, 0.465, 0.083], [1.244, -0.079, -1.120], [0.260, 0.599, 0.499], [-0.206, -0.688, 0.065], [-0.300, -0.225, 0.100], [0.064, -0.282, -0.148], [-0.020, 0.141, 0.573], [0.257, -0.126, 0.283], [0.397, -0.351, 0.300], [0.527, -0.744, 0.009], [-1.386, 1.887, 1.144], [0.417, -0.856, -0.198], [-0.540, -0.131, -0.630], [-0.282, -0.163, 0.527], [0.843, 0.464, -0.521], [0.611, -0.074, 0.414], [0.140, -0.295, -0.550], [0.094, 0.052, 0.099], [-0.395, -0.131, -0.291], [0.003, 0.708, 0.092], [-0.946, -1.155, -2.485], [0.584, 0.897, 2.165], [-0.375, -0.961, 0.909], [0.323, 0.444, 0.041], [-0.129, 0.252, 0.182], [-0.131, -0.423, 0.070], [0.607, 0.215, 0.211], [-0.238, 0.366, -0.735], [0.316, -0.365, -0.451]]}

{"formula": "C18H22BrN3O4S", "method": "ωB97M-V with the def2-TZVPD basis set", "homo_lumo_gap_ev": 8.5, "smiles": "COc1ccc(S(=O)(=O)N(C)C)cc1NCC(=O)Nc1ccc(Br)c(C)c1", "multiplicity": 1, "elements": ["C", "H", "O", "C", "C", "C", "C", "C", "C", "N", "H", "C", "H", "H", "C", "O", "N", "C", "C", "C", "C", "C", "C", "H", "H", "Br", "C", "H", "H", "H", "H", "H", "H", "S", "O", "O", "N", "C", "H", "H", "H", "C", "H", "H", "H", "H", "H", "H", "H"], "xyz": [[4.767, 0.619, 2.883], [4.235, 0.446, 3.823], [3.890, 1.040, 1.865], [2.880, 0.196, 1.483], [2.643, -1.053, 2.030], [1.569, -1.819, 1.591], [0.771, -1.336, 0.581], [1.017, -0.111, -0.011], [2.049, 0.697, 0.450], [2.249, 2.000, 0.031], [3.150, 2.361, 0.314], [1.761, 2.495, -1.236], [2.179, 1.957, -2.099], [2.050, 3.545, -1.324], [0.234, 2.410, -1.365], [-0.293, 2.255, -2.443], [-0.409, 2.528, -0.174], [-1.663, 1.988, 0.149], [-2.601, 1.659, -0.821], [-3.784, 1.020, -0.486], [-4.011, 0.745, 0.857], [-3.106, 1.095, 1.841], [-1.926, 1.715, 1.488], [-1.198, 1.964, 2.247], [-3.313, 0.864, 2.875], [-5.605, -0.138, 1.382], [-4.765, 0.621, -1.538], [-5.755, 1.022, -1.317], [-4.846, -0.466, -1.569], [-4.448, 0.976, -2.515], [-2.388, 1.871, -1.856], [0.198, 2.664, 0.626], [0.365, 0.201, -0.806], [-0.681, -2.244, 0.050], [-1.757, -1.310, -0.116], [-0.864, -3.351, 0.941], [-0.333, -2.875, -1.454], [0.739, -3.836, -1.448], [0.658, -4.477, -2.327], [0.625, -4.439, -0.551], [1.727, -3.356, -1.445], [-0.340, -1.947, -2.556], [0.625, -1.439, -2.679], [-0.575, -2.482, -3.477], [-1.118, -1.214, -2.360], [1.340, -2.773, 2.037], [3.274, -1.437, 2.814], [5.309, -0.287, 2.596], [5.475, 1.436, 3.015]], "atomic_forces_ev_per_a": [[0.200, -0.043, 0.203], [0.009, -0.005, -0.044], [-0.521, -0.075, -0.388], [0.036, 0.045, -0.065], [0.108, 0.152, 0.007], [-0.091, -0.130, -0.042], [-0.453, -0.499, -0.057], [0.258, 0.268, -0.086], [-0.036, -0.346, 0.178], [0.400, 0.439, 0.097], [-0.128, 0.015, -0.028], [-0.040, -0.198, -0.212], [-0.159, 0.063, 0.080], [-0.011, -0.092, -0.018], [0.413, 0.391, 0.198], [-0.050, -0.160, -0.216], [0.068, 0.211, 0.290], [-0.351, -0.090, -0.042], [0.086, 0.062, -0.106], [-0.068, 0.007, 0.309], [-0.108, 0.028, 0.016], [-0.011, 0.001, -0.018], [0.031, 0.031, -0.124], [0.091, 0.026, 0.088], [-0.020, -0.015, 0.051], [-0.042, -0.045, 0.058], [-0.004, -0.003, -0.064], [-0.026, -0.031, -0.047], [-0.071, -0.050, -0.038], [0.018, 0.025, -0.070], [-0.017, 0.040, -0.029], [0.038, -0.082, -0.208], [-0.085, 0.121, -0.091], [-0.221, -0.091, -0.094], [0.331, 0.036, -0.238], [0.382, -0.090, 0.022], [-0.342, 0.311, 0.951], [0.278, -0.323, 0.132], [-0.006, 0.011, 0.010], [0.173, -0.190, -0.097], [-0.003, -0.017, -0.032], [-0.101, 0.367, -0.226], [0.004, 0.003, -0.029], [0.015, 0.003, 0.024], [0.010, 0.100, -0.238], [0.009, -0.119, 0.110], [0.076, 0.004, 0.083], [-0.041, 0.029, 0.004], [-0.026, -0.098, 0.036]]}

{"formula": "C5H7NOS", "method": "ωB97M-V with the def2-TZVPD basis set", "homo_lumo_gap_ev": 10.1, "smiles": "N#CC[C@@H](O)[C@H]1CS1", "multiplicity": 1, "elements": ["N", "C", "O", "S", "C", "C", "C", "C", "H", "H", "H", "H", "H", "H", "H"], "xyz": [[-2.094, -2.630, -0.407], [-1.856, -1.444, -0.343], [-0.073, 1.810, -0.518], [1.143, 0.565, 2.032], [2.281, 0.057, 0.675], [-1.666, -0.040, -0.428], [0.754, -0.271, 0.425], [-0.243, 0.351, -0.624], [0.118, 2.102, 0.303], [2.948, -0.806, 0.803], [2.630, 0.810, -0.052], [-2.202, 0.402, 0.400], [-2.105, 0.394, -1.383], [0.443, -1.234, 0.746], [-0.079, -0.065, -1.628]], "atomic_forces_ev_per_a": [[1.454, 6.364, 0.595], [-1.835, -7.815, -1.096], [-1.687, -2.871, -6.342], [0.625, 0.115, -1.192], [-2.525, -0.344, -1.374], [-1.342, 1.757, -0.944], [0.750, 0.552, 0.648], [2.893, 1.684, 2.497], [1.038, 0.771, 4.629], [-0.419, 0.488, 0.270], [-0.050, -0.126, 0.882], [0.199, 0.474, 0.396], [-0.231, -0.819, 1.210], [0.087, -1.091, -0.298], [1.043, 0.861, 0.118]]}

Question: Number 1 is which compound?
Answer: C42H76N6O15S3